DFT (the ωB97M-V functional and the def2-TZVPD basis) results for 2 unconnected molecules or ions with the total composition C4H13NO in a non-equilibrium geometry.

Geometry as XYZ:
```
19
Properties=species:S:1:pos:R:3:forces:R:3:nbo_charge:R:1
C -1.837774 0.780687 -0.501389 1.9 1.1 1.3 -0.422
N -0.891240 0.180541 0.600844 -0.9 0.4 -0.4 -0.663
C 0.104041 -0.907547 0.447599 2.7 2.0 -2.8 -0.049
C -0.337267 -2.254641 0.052294 -2.9 -2.0 0.2 -0.634
C 1.148651 -0.376834 -0.657850 -0.3 -0.6 -1.4 -0.628
H -1.520467 1.755122 -1.046527 0.4 -1.9 1.0 0.195
H -2.166619 0.080270 -1.192164 0.2 -1.6 -1.7 0.184
H -2.812484 1.081576 -0.159037 -0.2 0.1 1.4 0.208
H -1.340422 0.068184 1.496595 -0.4 0.3 -0.2 0.367
H 0.785122 -1.023976 1.278617 -0.5 0.7 1.1 0.194
H 0.361687 -3.107153 -0.121235 0.0 1.2 0.0 0.224
H -1.051237 -2.678996 0.822782 0.6 0.5 -0.6 0.201
H -0.976548 -2.080671 -0.827089 0.2 -0.6 -0.1 0.203
H 2.106154 -0.982276 -0.793506 -1.2 0.7 0.8 0.207
H 0.732055 -0.403647 -1.729639 0.1 0.1 1.5 0.198
H 1.356365 0.683021 -0.447757 0.2 -0.4 0.0 0.213
O 1.897226 3.230233 1.159246 0.0 -0.2 0.2 -0.955
H 2.267822 2.334936 1.303386 -0.2 1.0 -0.7 0.480
H 2.174935 3.621172 0.314830 0.1 -0.8 0.5 0.476
```
Positions in Å, forces in eV/Å.

Output
HOMO	-8.65	eV
SMILES	CNC(C)C.O
spin multiplicity	1
E_tot	-7894.67148	eV
energy above the lowest of the compared OMol25 structures with the same formula, charge and spin	1.989	eV
molar mass	91.2	g mol⁻¹
frontier orbital gap	9.60	eV